# 1
The following is a DFT calculation (wB97M-V/def2-TZVPD) of a structure of composition C35H35N5O4W in a non-equilibrium geometry.

Geometry as XYZ:
```
80
Properties=species:S:1:pos:R:3:forces:R:3
W -0.360 -0.051 0.156 0.69 -3.24 1.19
C -0.020 -2.608 2.281 -0.01 -0.10 0.04
N -1.142 -2.255 1.372 0.17 0.25 -0.20
C -1.236 -3.416 0.450 -0.13 0.05 -0.05
C -2.209 -3.412 -0.739 0.05 0.02 0.03
C -2.287 -2.114 -1.546 -0.16 0.11 0.17
N -1.003 -1.447 -1.481 -0.42 0.29 -0.12
C -0.294 -1.514 -2.539 0.39 -0.29 -0.51
C 1.138 -1.408 -2.553 0.17 0.15 -0.09
C 1.860 -1.415 -3.752 -0.07 0.04 -0.04
C 3.231 -1.526 -3.743 0.08 0.01 0.00
C 3.895 -1.667 -2.517 -0.07 -0.01 -0.01
C 3.204 -1.673 -1.324 0.09 -0.01 -0.04
C 1.809 -1.514 -1.317 -0.11 -0.11 -0.24
O 1.145 -1.482 -0.192 0.08 0.18 0.21
C -2.302 -2.117 2.282 -0.07 0.09 -0.06
C -3.690 -1.987 1.682 0.10 0.01 -0.06
C -4.011 -0.679 0.950 0.08 -0.09 0.17
N -2.891 0.278 0.874 -0.01 -0.41 -0.35
C -3.313 1.483 0.891 -0.14 0.44 0.05
C -2.569 2.725 0.868 -0.08 0.13 -0.09
C -3.248 3.940 0.767 -0.12 -0.05 -0.05
C -2.560 5.136 0.759 0.05 0.11 0.00
C -1.166 5.121 0.857 -0.05 -0.04 -0.01
C -0.474 3.932 0.983 -0.02 -0.03 0.03
C -1.177 2.720 1.010 0.02 0.05 -0.06
O -0.593 1.575 1.231 0.01 1.25 0.63
H 0.037 -1.889 3.090 0.01 0.02 -0.02
H 0.917 -2.595 1.739 0.02 -0.02 -0.03
H -0.197 -3.608 2.696 -0.03 0.00 0.01
H -1.445 -4.314 1.046 0.02 -0.01 0.02
H -0.232 -3.523 0.047 0.04 -0.01 0.00
H -3.213 -3.712 -0.450 -0.03 -0.06 -0.03
H -1.842 -4.204 -1.399 0.02 0.01 0.02
H -3.065 -1.459 -1.169 0.10 0.08 0.04
H -2.537 -2.360 -2.580 -0.06 0.06 -0.08
H -0.783 -1.801 -3.476 0.11 -0.19 0.00
H 1.321 -1.320 -4.690 0.02 -0.03 0.03
H 3.787 -1.519 -4.672 0.00 0.00 0.03
H 4.974 -1.774 -2.501 -0.02 0.03 -0.02
H 3.716 -1.756 -0.373 -0.03 -0.01 0.00
H -2.094 -1.249 2.907 0.01 0.01 0.03
H -2.321 -3.001 2.934 0.04 -0.01 0.02
H -4.383 -2.090 2.518 0.02 -0.01 0.05
H -3.891 -2.835 1.036 -0.07 -0.05 0.04
H -4.848 -0.202 1.464 -0.02 0.05 0.01
H -4.378 -0.898 -0.051 0.03 0.04 -0.08
H -4.399 1.630 0.930 0.00 0.12 0.12
H -4.331 3.933 0.691 0.01 0.01 0.00
H -3.092 6.076 0.688 0.01 -0.03 -0.03
H -0.616 6.055 0.838 -0.03 -0.01 0.01
H 0.605 3.902 1.073 -0.02 0.01 0.02
O -1.155 1.116 -1.176 -1.21 0.96 -0.52
C -0.705 1.517 -2.349 0.25 -0.08 0.06
C -1.607 1.707 -3.397 -0.04 0.05 -0.11
C -1.162 2.138 -4.635 0.01 -0.01 0.05
C 0.189 2.404 -4.848 0.00 0.00 -0.06
C 1.082 2.229 -3.808 0.12 0.04 -0.07
C 0.661 1.773 -2.560 0.04 -0.06 -0.06
C 1.637 1.592 -1.503 -0.05 0.41 -0.57
N 1.368 1.045 -0.390 0.22 -0.56 0.59
N 2.399 1.036 0.537 0.11 0.08 0.17
C 2.062 0.397 1.630 0.24 0.22 -0.14
O 0.934 -0.152 1.866 -0.40 0.10 -0.07
C 3.089 0.317 2.702 0.07 -0.06 -0.02
C 2.690 0.071 4.011 0.00 -0.02 0.02
C 3.634 -0.030 5.022 -0.01 0.01 -0.01
C 4.985 0.104 4.727 -0.02 0.00 0.00
C 5.386 0.346 3.420 0.00 0.01 -0.02
C 4.442 0.459 2.411 0.05 0.03 0.00
H -2.657 1.520 -3.207 0.02 -0.01 0.00
H -1.873 2.279 -5.440 0.00 -0.01 0.01
H 0.534 2.745 -5.815 0.00 0.01 0.02
H 2.136 2.443 -3.953 -0.04 -0.03 -0.01
H 2.654 1.949 -1.640 -0.03 0.13 -0.02
H 1.633 -0.030 4.220 0.01 -0.01 0.02
H 3.316 -0.211 6.040 0.00 0.00 0.00
H 5.723 0.020 5.514 -0.01 0.00 0.00
H 6.439 0.447 3.188 -0.01 0.01 0.00
H 4.737 0.658 1.389 0.00 -0.01 0.02
```
Forces are in eV/Å.

Output
- ΔE to the lowest compared entry with this formula, charge and spin: 0.000 eV
- HOMO-LUMO gap (alpha / beta): 6.2 / 6.2 eV
- LUMO energy (alpha / beta): 0.12 / 0.12 eV

---

# 2
The following is a DFT calculation (wB97M-V/def2-TZVPD) of a structure of composition C35H35N6O3PdS2.

Geometry as XYZ:
```
82
Properties=species:S:1:pos:R:3:forces:R:3
Pd 0.382 -0.654 -1.433 -0.07 0.12 0.08
C 4.751 -1.190 -1.449 0.14 0.14 -0.08
C 5.186 0.130 -1.741 0.05 -0.12 0.02
C 4.269 1.106 -1.979 -0.11 0.03 -0.03
C 2.876 0.813 -1.941 0.23 -0.24 0.04
N 2.479 -0.494 -1.743 0.02 0.01 0.17
C 3.410 -1.431 -1.464 -0.09 -0.06 -0.02
C 1.857 1.778 -2.044 -0.40 0.15 -0.09
C 2.084 3.169 -2.234 0.04 -0.10 -0.03
C 1.045 4.042 -2.295 -0.19 0.06 0.00
C -0.288 3.564 -2.176 0.16 0.15 -0.04
C -0.479 2.229 -1.991 0.24 -0.14 -0.04
N 0.542 1.339 -1.921 -0.02 0.16 0.30
H 5.446 -1.982 -1.207 -0.03 0.04 -0.03
H 6.243 0.364 -1.762 -0.03 -0.01 0.01
H 4.601 2.113 -2.185 -0.03 -0.01 0.03
H 3.027 -2.417 -1.222 -0.05 0.02 0.01
H 3.097 3.535 -2.320 0.00 -0.03 -0.01
H 1.236 5.099 -2.435 -0.01 -0.04 0.01
H -1.140 4.227 -2.230 0.04 -0.01 0.00
H -1.474 1.822 -1.896 -0.02 -0.04 0.04
C -2.863 3.139 2.275 0.03 -0.07 0.03
O -2.001 2.032 2.527 -0.04 0.11 -0.07
C -2.176 1.333 3.677 0.03 0.14 0.02
C -3.078 1.683 4.676 -0.03 -0.01 0.02
C -3.135 0.954 5.856 0.03 0.00 -0.03
C -2.296 -0.132 6.050 -0.01 0.02 0.00
C -1.422 -0.503 5.040 -0.05 -0.10 -0.03
C -1.362 0.206 3.849 0.04 -0.22 0.01
N -0.403 -0.184 2.874 0.09 0.14 0.12
C -0.582 -0.338 1.534 -0.14 -0.34 0.09
N -1.854 -0.347 1.103 -0.03 0.02 -0.13
C -2.348 -0.411 -0.206 -0.04 0.04 0.09
C -1.600 -0.573 -1.355 0.31 -0.05 -0.25
C -2.234 -0.598 -2.592 -0.14 0.00 0.07
C -3.610 -0.465 -2.694 -0.02 0.00 0.00
C -4.369 -0.305 -1.541 -0.01 -0.04 -0.12
C -3.741 -0.283 -0.315 0.02 0.01 0.06
O -4.453 -0.086 0.846 -0.12 -0.06 0.11
C -5.122 -1.260 1.336 0.02 0.06 -0.06
N 0.433 -0.539 0.741 0.29 0.18 -0.27
C 1.749 -0.659 1.275 -0.13 -0.07 0.11
C 2.193 -1.957 1.560 -0.09 -0.01 0.05
C 3.465 -2.216 2.024 0.03 0.00 0.00
C 4.340 -1.149 2.206 0.01 -0.01 0.02
C 3.924 0.136 1.931 0.02 0.01 0.00
C 2.632 0.413 1.470 0.06 -0.02 0.09
O 2.418 1.724 1.220 -0.11 0.15 -0.25
C 1.129 2.337 1.298 0.07 -0.07 0.07
H -2.571 3.525 1.302 0.02 0.00 -0.01
H -2.734 3.917 3.028 0.01 0.00 0.01
H -3.906 2.821 2.241 -0.01 -0.02 0.00
H -3.722 2.541 4.547 0.02 -0.02 0.00
H -3.833 1.251 6.628 0.02 -0.02 -0.03
H -2.328 -0.696 6.972 0.00 0.02 -0.02
H -0.773 -1.362 5.165 -0.03 0.02 0.00
H 0.491 -0.501 3.218 0.06 0.13 0.00
H -2.564 -0.107 1.779 -0.02 -0.03 0.01
H -1.645 -0.694 -3.496 0.04 -0.02 -0.05
H -4.088 -0.471 -3.665 0.01 0.00 0.03
H -5.445 -0.190 -1.583 0.03 0.01 0.00
H -5.911 -0.923 2.002 0.01 0.03 0.03
H -4.427 -1.899 1.885 0.04 -0.01 -0.02
H -5.555 -1.825 0.511 -0.03 0.01 -0.01
H 1.493 -2.767 1.390 0.01 -0.01 0.01
H 3.776 -3.232 2.233 -0.02 0.03 0.01
H 5.343 -1.319 2.576 -0.02 0.00 -0.04
H 4.586 0.982 2.070 -0.02 -0.03 0.00
H 1.293 3.379 1.040 0.03 0.03 0.00
H 0.734 2.273 2.311 -0.01 -0.04 0.04
H 0.422 1.908 0.597 -0.01 0.00 -0.05
S 0.248 -3.074 -1.381 -0.12 0.04 -0.14
C 0.394 -3.210 -3.080 -0.19 -0.19 0.16
N 1.498 -3.012 -3.763 0.31 0.32 -0.21
C 1.375 -2.937 -5.220 -0.02 -0.12 0.06
C 0.149 -3.778 -5.562 -0.03 0.02 0.06
S -0.925 -3.649 -4.095 -0.12 -0.07 0.05
H 2.307 -2.631 -3.287 0.03 -0.03 0.01
H 2.277 -3.322 -5.690 0.02 -0.02 0.00
H 1.239 -1.897 -5.521 -0.01 0.07 0.04
H 0.392 -4.826 -5.721 0.04 0.00 0.00
H -0.381 -3.391 -6.427 0.01 -0.02 -0.03
```
Forces are in eV/Å.

Output
- HOMO-LUMO gap (alpha / beta): 4.7 / 6.3 eV
- LUMO energy (alpha / beta): -2.92 / -4.28 eV
- Total charge: +1
- 2S+1: 3

---

# 3
The following is a DFT calculation (wB97M-V/def2-TZVPD) of a structure of composition C35H36BrFeNOP.

Geometry as XYZ:
```
76
Properties=species:S:1:pos:R:3:forces:R:3
Fe 0.308 -0.009 1.311 0.17 0.39 0.46
C 2.694 3.060 -0.593 0.04 -0.02 -0.05
C 1.714 2.734 0.501 0.03 0.00 0.09
C 0.346 2.872 0.211 0.03 0.02 0.06
C -0.041 3.408 -1.136 -0.11 0.03 -0.10
C -0.613 2.626 1.201 0.03 -0.08 0.03
C -2.055 3.020 1.033 -0.07 0.02 0.00
C -0.198 2.150 2.461 0.11 -0.05 0.04
C -1.214 1.940 3.556 -0.01 -0.04 0.01
C 1.174 2.027 2.757 0.09 0.10 0.02
C 1.572 1.706 4.178 0.02 0.06 0.06
C 2.138 2.349 1.779 -0.16 -0.09 -0.01
C 3.603 2.337 2.129 0.09 -0.03 0.00
H 2.638 2.311 -1.387 0.02 -0.02 -0.01
H 3.719 3.092 -0.249 0.06 0.02 0.02
H 2.471 4.027 -1.042 -0.01 0.02 -0.01
H 0.088 4.491 -1.166 0.01 0.09 0.00
H -1.071 3.189 -1.393 0.02 0.02 0.03
H 0.584 2.995 -1.923 0.04 -0.03 -0.06
H -2.740 2.189 1.180 -0.06 -0.06 0.00
H -2.265 3.457 0.065 -0.01 0.01 -0.04
H -2.319 3.761 1.790 0.02 0.04 0.01
H -0.908 1.162 4.252 0.01 -0.04 0.02
H -2.189 1.669 3.164 -0.06 -0.02 -0.03
H -1.342 2.856 4.133 0.00 0.08 0.06
H 1.446 0.650 4.419 -0.01 -0.06 -0.01
H 0.960 2.268 4.881 -0.01 0.01 0.00
H 2.604 1.966 4.382 0.03 0.01 -0.01
H 3.906 3.319 2.497 0.03 0.05 0.01
H 4.230 2.088 1.277 -0.06 0.04 0.05
H 3.836 1.613 2.903 -0.01 -0.01 0.02
O -5.032 -2.817 2.612 -0.02 0.06 -0.06
C -3.968 -2.085 2.272 0.06 0.02 -0.01
C -3.981 -1.127 1.255 0.14 -0.08 0.16
C -2.825 -0.428 0.992 -0.14 0.01 0.00
N -1.686 -0.610 1.673 -0.08 -0.36 0.07
C -1.697 -1.551 2.622 -0.13 -0.01 0.05
Br -0.019 -1.790 3.461 -0.12 -0.13 0.16
C -2.781 -2.314 2.979 0.00 0.25 -0.24
H -5.802 -2.591 2.072 0.09 -0.03 0.06
H -4.868 -0.937 0.670 -0.07 0.01 -0.04
H -2.797 0.298 0.195 0.03 0.06 -0.09
H -2.729 -3.058 3.754 0.00 -0.08 0.09
C 0.998 -5.225 -3.986 0.01 -0.04 0.02
C 0.488 -4.010 -4.417 0.00 0.01 -0.03
C 0.160 -3.027 -3.500 -0.07 0.08 0.05
C 0.336 -3.252 -2.136 0.03 -0.10 0.18
C 0.836 -4.480 -1.712 0.01 -0.01 0.04
C 1.171 -5.460 -2.631 0.01 0.01 -0.07
P -0.009 -2.012 -0.833 -0.17 0.24 -0.28
C -1.200 -0.955 -1.741 0.10 -0.17 -0.06
C -0.941 0.346 -2.142 0.08 0.10 0.05
C -1.902 1.078 -2.829 -0.13 -0.01 -0.02
C -3.134 0.515 -3.118 0.04 0.04 0.00
C -3.402 -0.791 -2.722 -0.03 0.08 -0.05
C -2.444 -1.514 -2.041 0.01 -0.07 0.10
C 1.575 -1.073 -0.768 -0.33 -0.30 0.00
C 2.413 -0.992 -1.878 0.43 0.05 0.08
C 3.746 -0.665 -1.690 -0.06 0.05 0.20
C 4.221 -0.448 -0.395 0.00 -0.11 -0.25
C 3.354 -0.449 0.684 0.05 0.08 0.16
C 1.995 -0.724 0.536 -0.02 0.02 -0.83
H 1.254 -5.989 -4.705 0.01 -0.05 -0.04
H 0.346 -3.826 -5.473 0.00 0.00 -0.05
H -0.243 -2.085 -3.852 0.00 0.01 0.01
H 0.965 -4.671 -0.655 0.00 0.01 0.06
H 1.561 -6.407 -2.289 0.04 -0.09 0.03
H 0.026 0.789 -1.934 0.05 -0.03 -0.01
H -1.682 2.083 -3.157 0.01 0.06 -0.05
H -3.876 1.082 -3.661 -0.04 0.03 -0.04
H -4.352 -1.244 -2.963 -0.10 -0.05 -0.01
H -2.657 -2.534 -1.745 0.01 -0.07 0.02
H 2.048 -1.232 -2.867 -0.01 -0.07 -0.05
H 4.425 -0.620 -2.530 0.03 0.00 -0.07
H 5.278 -0.274 -0.241 0.05 0.03 0.02
H 3.755 -0.241 1.665 0.03 0.03 0.08
```
Forces are in eV/Å.

Output
- ΔE to the lowest compared entry with this formula, charge and spin: 1.077 eV
- HOMO-LUMO gap (alpha / beta): 8.2 / 7.6 eV
- LUMO energy (alpha / beta): -2.41 / -3.01 eV
- Total charge: +1
- 2S+1: 5